48
Properties=species:S:1:pos:R:3:forces:R:3:lowdin_charge:R:1 method="wB97M-V/def2-TZVPD" homo_lumo_gap_ev="7.7 / 6.4" de_lowest_kcal_mol=0.0 s2=1.09 spin_multiplicity=2 e_lumo_ev="2.63 / 2.64" charge=-1 homo_ev="-5.02 / -3.74"
V -0.20268 0.05325 1.49175 -0.02 0.00 0.03 0.722
O -0.51595 1.97341 5.51982 0.01 0.00 0.01 -0.083
C 0.53471 1.69628 4.60834 -0.02 0.00 0.00 -0.251
C 0.34547 2.49879 3.31862 0.00 0.01 0.00 -0.146
N 0.89778 1.87364 2.09730 0.01 0.01 0.00 -0.229
C 0.68037 2.78944 0.96732 0.00 -0.01 -0.01 -0.114
C -0.74830 2.63949 0.42650 -0.01 0.02 0.02 -0.630
O -1.24162 3.53033 -0.23904 0.00 0.00 0.00 0.043
O -1.30152 1.51085 0.73497 0.04 0.01 0.04 -0.149
C 2.29129 1.44179 2.26926 0.02 -0.01 -0.03 -0.089
C 2.37105 -0.01975 2.73900 0.00 0.02 0.04 -0.636
O 3.39751 -0.43485 3.24112 0.01 -0.01 -0.02 0.046
O 1.28803 -0.69720 2.52678 -0.02 -0.01 -0.06 -0.161
H -1.27257 1.44678 5.21467 -0.03 0.00 0.00 0.036
H 0.57644 0.63041 4.38654 0.00 -0.01 0.00 0.095
H 1.46617 1.97314 5.10494 0.00 0.01 0.00 0.121
H 0.78801 3.49830 3.43685 0.01 0.00 -0.01 0.126
H -0.72444 2.62833 3.15255 0.00 0.01 0.01 0.126
H 1.34577 2.51406 0.14896 0.00 0.00 0.00 0.098
H 0.86874 3.83193 1.23888 0.00 0.00 0.00 0.128
H 2.84990 2.08720 2.95254 0.00 -0.01 0.00 0.133
H 2.79014 1.46624 1.29895 0.00 0.01 -0.01 0.121
C 1.92533 -2.15000 -3.73079 0.00 0.00 0.01 -0.187
Si 0.18828 -1.46022 -3.82345 0.00 0.01 0.00 0.496
C 0.19254 0.34888 -4.29280 0.01 0.00 -0.01 -0.183
C -0.73062 -2.40283 -5.17116 0.00 0.00 0.00 -0.198
C -0.74887 -1.74095 -2.21661 -0.01 0.00 -0.01 -0.240
C -1.89810 -2.50823 -2.17363 0.00 -0.01 0.00 -0.086
C -2.62190 -2.69045 -0.99081 0.00 0.00 0.00 -0.074
C -2.15946 -2.06522 0.14055 0.01 0.00 0.01 -0.121
N -1.04665 -1.32696 0.13932 0.04 0.02 0.03 -0.077
C -0.32965 -1.15297 -0.99451 0.04 -0.04 0.00 -0.709
S 1.07740 -0.17581 -0.79360 0.01 0.00 -0.01 0.690
H 2.44449 -2.01158 -4.68294 0.00 0.00 0.00 0.026
H 1.90383 -3.21951 -3.50870 0.00 0.00 0.00 0.031
H 2.49407 -1.65229 -2.94570 0.00 0.00 0.00 0.001
H 0.71698 0.49308 -5.24144 0.00 0.01 0.00 0.027
H 0.68328 0.94703 -3.52555 0.00 0.00 0.00 0.005
H -0.82781 0.72100 -4.40801 0.00 0.00 0.00 0.034
H -0.21678 -2.26419 -6.12584 0.00 0.00 0.00 0.026
H -1.75457 -2.04198 -5.29370 0.00 0.00 0.00 0.028
H -0.76826 -3.47615 -4.97025 0.00 0.00 0.00 0.028
H -2.25855 -2.98112 -3.08095 0.00 0.00 0.00 0.089
H -3.52169 -3.28824 -0.96207 0.00 0.00 0.00 0.093
H -2.67141 -2.13334 1.09231 0.00 0.00 0.00 0.108
N -2.19062 0.02402 3.93009 0.11 0.02 0.11 0.023
C -1.41023 -0.07585 2.98705 -0.21 -0.02 -0.18 -0.180
H -2.95532 -0.64799 4.00656 0.01 -0.01 0.01 0.046

=====

39
Properties=species:S:1:pos:R:3:forces:R:3:lowdin_charge:R:1 method="wB97M-V/def2-TZVPD" homo_lumo_gap_ev=9.6 de_lowest_kcal_mol=24.9 spin_multiplicity=1 e_lumo_ev=0.43 smiles="C=C(C(=O)O)[C@@H]1C=C2[C@H](C)CC[C@H]2[C@@H](C)CC1" homo_ev=-9.13
C 0.67013 -1.27233 -3.26436 -1.73 1.42 1.90 0.134
C 0.01620 -0.58999 -2.23309 1.49 -1.52 -2.31 -0.168
C -1.48460 -0.53928 -2.26154 -0.39 -0.68 -1.50 -0.464
O -2.06874 -0.93317 -3.25715 0.06 0.66 1.59 0.089
O -2.14025 -0.04034 -1.18286 -0.36 -0.42 -1.25 0.115
C 0.78201 0.10978 -1.12646 0.53 0.79 -1.45 -0.305
C 0.38659 -0.44902 0.17047 -0.25 1.44 3.92 -0.033
C 0.36414 0.20493 1.40464 -0.07 -1.67 -2.87 -0.135
C -0.08060 -0.46675 2.68610 0.56 -0.59 0.51 -0.319
C -1.50184 -1.00842 2.57209 -0.24 0.19 0.76 -0.070
C -0.00168 0.65868 3.76137 0.66 -0.06 -0.42 -0.140
C 0.96198 1.70760 3.16847 -0.28 -0.27 0.78 -0.148
C 0.75526 1.63175 1.66397 1.01 0.20 -0.09 -0.240
C 2.02802 2.09566 0.89186 -0.71 0.77 -0.32 -0.317
C 3.18723 1.13242 1.03943 0.72 -0.55 -1.31 -0.059
C 1.68927 2.51574 -0.56946 -0.41 -0.15 0.51 -0.146
C 0.61513 1.65032 -1.24760 -0.17 0.18 -0.50 -0.135
H 0.16686 -1.81680 -4.09443 0.23 0.67 0.95 0.088
H 1.75115 -1.21950 -3.26521 0.06 -0.21 -0.02 0.060
H -1.51762 0.15415 -0.48335 0.49 0.05 0.66 0.052
H 1.83584 -0.12924 -1.28590 0.18 -0.03 -0.16 0.135
H 0.09835 -1.48481 0.14411 -0.06 -0.43 0.18 0.125
H 0.63645 -1.33130 2.93627 -0.91 1.25 -0.25 0.170
H -2.15530 -0.19136 2.22280 0.11 -0.36 -0.01 0.089
H -1.56188 -1.85383 1.88254 -0.16 0.06 0.19 0.076
H -1.85705 -1.27816 3.59569 0.13 -0.14 -0.83 0.091
H -0.96913 1.12885 3.92628 -0.26 -0.17 -0.09 0.110
H 0.35061 0.27881 4.71844 -0.07 -0.01 0.07 0.110
H 0.77600 2.70849 3.57478 0.05 -0.13 -0.15 0.121
H 1.98239 1.44513 3.42896 0.20 -0.04 0.02 0.101
H -0.09415 2.27806 1.46490 -0.16 0.26 -0.46 0.155
H 2.34687 3.02950 1.35380 0.02 0.10 0.33 0.130
H 4.12191 1.53629 0.58448 -0.68 -0.07 0.26 0.095
H 3.42481 0.91296 2.06608 0.01 -0.07 0.45 0.064
H 3.00293 0.16758 0.52805 0.02 0.42 0.31 0.079
H 2.60081 2.50347 -1.18610 -0.18 0.09 0.20 0.114
H 1.29158 3.56331 -0.53997 0.43 -0.77 -0.14 0.125
H -0.38672 1.85456 -0.82812 0.39 0.37 -0.26 0.114
H 0.61494 1.97419 -2.32206 -0.26 -0.56 0.80 0.136